Density functional theory data (ωB97M-V with the def2-TZVPD basis set) for a structure of composition C21H15AsCl2InO4Sc.

Geometry as ORCA input:
```
! RIJCOSX wB97M-V def2-TZVPD def2/J DEFGRID3
* xyz 4 1
H -4.9170 -0.3800 1.1112
C 1.8465 -1.0039 2.7648
C 1.0348 3.7269 3.2488
C -3.9495 -0.7676 1.4445
C -2.7707 -0.1420 1.0079
H 1.1060 -0.7647 3.5317
C -0.0232 4.5994 2.9859
H 1.9513 1.8245 2.7811
C -0.9360 3.0171 1.3905
C -0.9990 4.2513 2.0485
C 3.0257 -1.6643 3.1306
H 1.8148 4.0184 3.9506
Cl -1.0559 -0.1383 -7.2122
C -1.5319 -0.6603 1.4033
C -1.0082 -2.5600 -1.6460
O -0.6130 -3.3968 -0.9576
H -0.0956 5.5507 3.5106
H -2.8261 0.7278 0.3346
C 0.2222 -1.6748 -9.8237
H -0.4912 -2.2486 2.4610
H 2.4051 -0.7049 -0.5946
H -2.5967 -3.2909 3.2902
C 4.0156 -1.9264 2.1808
O 0.1135 0.6626 -0.7804
O -0.2055 -2.5192 -10.5082
H 3.1734 -1.9709 4.1636
C -1.4534 -1.8096 2.2040
O -0.4528 0.6050 -11.8521
H 4.5810 -1.7247 0.1011
As 0.0624 0.3509 0.9266
H -1.6523 2.7730 0.6022
H -1.8124 4.9394 1.8137
Cl 1.2012 -0.6711 -4.0262
C 1.0996 2.4834 2.6113
C -2.6347 -2.4054 2.6583
C 0.0954 2.1188 1.7007
C 0.0024 0.6573 -10.7834
In -0.6340 -0.2612 -2.5340
H -4.7999 -2.3485 2.6367
C -3.8754 -1.8851 2.2852
H 4.9528 -2.4079 2.4712
C 1.6465 -0.6360 1.4245
Sc 0.5636 0.1424 -8.7648
C 2.6118 -0.9356 0.4561
C 3.8086 -1.5501 0.8511
*
```

Summary:
ΔE to the lowest compared entry with this formula, charge and spin = 43.1 kcal/mol
HOMO (spin up / spin down) = -0.666 / -0.665 Eh
lowest unoccupied orbital energy (spin up / spin down) = -0.566 / -0.566 Ha

Population analysis type Mulliken, resulting atomic charges in e: 0.425 -0.146 -0.530 -0.716 -0.560 0.564 -0.564 0.486 -0.218 -0.532 -0.730 0.464 -0.077 0.737 0.215 -0.086 0.454 0.228 0.387 0.529 0.405 0.445 -0.566 -0.564 0.067 0.438 -0.203 0.078 0.423 1.323 0.359 0.443 -0.436 0.007 -0.690 0.433 0.396 0.878 0.427 -0.529 0.434 0.092 1.145 -0.570 -0.567

Density functional theory data (ωB97M-V with the def2-TZVPD basis set) for a structure of composition C37H28Cl5CsN5O4SSe.

Geometry as ORCA input:
```
! RIJCOSX wB97M-V def2-TZVPD def2/J DEFGRID3
* xyz -1 1
H 5.0870 -0.5376 -0.5912
Cl 0.0952 6.9891 3.7589
C -0.0693 7.3745 1.0911
C 0.5657 -1.4563 -4.6681
H 4.4675 -2.8860 -0.5658
N -7.0447 -0.4794 0.6331
C 2.2359 -2.4149 1.5861
H 0.1176 -2.0181 0.6006
C 1.8208 0.3640 4.1694
N -1.5606 -0.8562 0.7377
H 1.3580 -0.2769 4.9141
C -3.0405 -3.1756 0.3898
H 3.8055 0.6166 -0.9211
O 2.2420 -0.3422 -2.8573
H 2.7763 -3.3010 -0.8713
C 3.0790 0.2229 2.0063
Cl 0.5246 5.0902 -2.1490
C 3.5154 1.6521 2.2243
H 0.4019 -1.5088 -8.0168
C 0.7109 -0.9983 -5.9600
C -3.5104 0.5400 0.8019
H 4.4713 1.6981 2.7574
C 3.4991 -0.4739 0.8714
H 1.3215 -2.6121 4.6245
O -0.0246 0.4636 -2.9469
O -0.5540 -3.9843 -2.4453
C -5.1252 -1.8106 0.5543
C -5.7370 -0.5013 0.6613
C -3.2327 2.8047 0.9697
N 0.3821 -1.9012 -2.1650
Se -7.5965 -2.1530 0.4705
C 0.2430 6.4804 2.1158
C -0.0903 -2.9384 -2.8853
H 1.1235 -0.0162 -6.1541
H 1.5926 -4.3590 2.2990
N -5.9567 -2.8155 0.4480
H 2.7072 -4.4145 0.9523
H -0.5378 -3.7315 -7.5320
Cl -0.3934 8.0056 -1.5130
C -0.9665 -2.0234 0.5818
H -4.9876 4.0552 1.0280
H 2.7838 2.2010 2.8072
C 1.7958 -1.7106 2.7132
C 0.4493 5.6459 -0.5150
H -3.6341 -4.0692 0.2508
H -0.7986 -4.5017 -5.1688
C -1.6668 -3.2160 0.3854
C -4.6071 3.0454 0.9591
C 0.8451 4.7122 0.4911
C 0.0209 -2.6928 -4.3790
C -0.3778 -3.5323 -5.4028
H 0.0268 -1.6275 3.9341
H 5.0232 0.9668 0.3237
Cs 0.8568 1.6734 -1.0718
C 1.8639 -3.8660 1.3694
H 2.6885 0.8318 4.6368
H 3.4116 -1.7911 -1.4725
H 1.1115 1.1579 3.9194
H -1.1314 -4.1347 0.1974
Cl 1.0021 4.0758 3.0920
O 1.2999 3.5632 0.2291
C -5.4547 1.9657 0.8601
C -0.2289 -3.0939 -6.7129
C -3.6827 -1.9450 0.5583
S 0.8524 -0.6896 -3.0793
C 0.6662 5.1959 1.8273
H -2.5328 3.6319 1.0468
C 0.3051 -1.8387 -6.9902
C 4.4171 0.1860 -0.1301
C -4.9094 0.6832 0.7809
H 3.6213 2.1819 1.2799
N -2.7003 1.6005 0.8935
Cl -0.5702 8.9885 1.4475
H -6.5309 2.0768 0.8419
C 3.4511 -2.4828 -0.6330
H 1.0266 -3.9675 0.6719
C 0.0262 6.9325 -0.2268
C 3.0544 -1.7808 0.6446
H 0.3440 -3.2202 3.2895
C 2.2351 -0.3999 2.9321
C -2.8908 -0.7948 0.7021
C 0.8220 -2.3322 3.6922
*
```

Summary:
ΔE to the lowest compared entry with this formula, charge and spin = 22.2 kcal/mol
HOMO = -0.191 Eh
lowest unoccupied orbital energy = 0.049 Ha

Population analysis type Mulliken, resulting atomic charges in e: 0.419 -0.204 0.429 0.072 0.362 -0.882 -0.103 0.701 -2.384 -0.177 0.486 -1.131 0.198 -0.694 0.386 1.767 -0.230 -1.793 0.387 -0.682 -0.026 0.334 0.279 0.447 -0.890 -0.732 0.731 0.827 -0.337 0.165 0.192 -0.113 0.105 0.462 0.465 -0.839 0.488 0.379 -0.209 -0.398 0.420 -0.102 2.117 0.804 0.469 0.496 -0.537 -0.696 -1.229 0.055 -0.498 0.493 0.484 1.440 -2.255 0.453 0.409 0.251 0.406 -0.295 -0.644 -0.647 -0.470 0.751 1.073 0.834 0.517 -0.475 -1.877 0.889 0.393 -0.401 -0.228 0.493 -2.356 0.367 -0.146 1.915 0.400 0.917 -0.453 -2.792

Density functional theory data (ωB97M-V with the def2-TZVPD basis set) for a structure of composition C30H53MgO12.

Geometry as ORCA input:
```
! RIJCOSX wB97M-V def2-TZVPD def2/J DEFGRID3
* xyz 1 1
H -6.7398 -10.7086 17.9242
H -3.8066 -7.3120 21.5547
H -8.5618 -13.7871 19.6138
H -0.9063 -11.7944 25.2871
H -3.9727 -11.2304 25.9049
H -1.7864 -8.6179 26.6150
H -3.6035 -9.8811 27.8692
H -1.4661 -2.9123 18.4026
H -5.5467 -4.3053 26.0899
H -4.3201 -5.1551 19.9057
C -4.1875 -10.1626 25.8566
O -12.5169 -10.6866 22.0578
H -8.2740 -5.6735 17.9137
C 0.8713 -13.0788 23.5771
C -3.8146 -8.0024 26.8007
C -6.4610 -13.1676 19.4344
H -6.5890 -6.0221 23.9867
H -12.0547 -8.8853 24.2035
H -8.0605 -8.3908 19.3212
O -5.7593 -14.0530 19.8734
H -7.8036 -3.4711 26.1145
H -5.0593 -10.0114 25.2126
H -6.9507 -4.9071 22.5844
H -6.1752 -9.1939 21.3313
C -4.3094 -9.3988 27.1877
H 1.5677 -12.0617 25.3333
C -7.9737 -6.2874 18.7638
H -8.4525 -4.5733 20.0633
H -2.3432 -5.0032 17.6714
H -3.1299 -6.2394 19.4166
C -8.2074 -11.7071 19.2613
C -0.3326 -11.2730 24.5077
H -5.5048 -6.9389 21.2948
H -7.5198 -2.2722 24.9143
O -7.8634 -4.2353 24.2186
H -7.5953 -6.0076 20.7681
H 0.5641 -13.8985 24.2246
C -3.2764 -5.1721 19.5873
C -2.6459 -8.3926 25.9617
C -5.2097 -8.9916 21.8299
H -6.9122 -10.0430 19.5691
C 1.0913 -11.7905 24.3924
C -9.2965 -9.6452 22.4199
H -0.5722 -10.2354 24.7247
C -9.8689 -8.9101 23.6317
H -2.2603 -7.6604 25.2455
H -7.8183 -13.4303 17.9733
O -0.2498 -12.7750 22.7188
O -10.4964 -5.9433 21.2176
H -8.9925 -11.3899 18.5711
O -4.4288 -10.1213 21.7052
H 1.6788 -10.9831 23.9556
C -11.5565 -10.0462 22.3633
C -2.4996 -3.0771 18.7434
H -5.1892 -2.6592 25.4304
C -4.7386 -7.7012 21.1411
H 1.8228 -13.3310 23.1162
Mg -3.4151 -11.7614 21.4254
O -10.3656 -10.3070 21.8101
H -11.5471 -8.0102 22.6975
C -5.5497 -4.2274 23.9257
H -4.5463 -4.6572 23.8697
H -4.5957 -7.8817 20.0755
O -5.9145 -11.9469 19.2510
H -5.2895 -9.3280 27.6555
H -5.4815 -3.3831 23.2279
C -3.0330 -4.4038 18.2616
C -8.6887 -7.6329 18.8481
H -4.6126 -7.5680 26.1883
C -5.7530 -3.5781 25.3043
C -0.9269 -11.7610 23.2145
H -9.0314 -8.0122 17.8858
H -1.3436 -4.6565 20.6149
O -2.6282 -3.0374 20.1560
C -8.3716 -5.6549 20.0839
H -8.5723 -11.4823 20.2624
H -8.4946 -10.2836 22.7951
H -6.9089 -6.4869 18.6311
C -2.4008 -4.3896 20.5720
H -9.5520 -7.8694 23.6571
C -7.8775 -13.1756 19.0371
C -6.9272 -10.9511 18.9729
C -9.6956 -6.3070 20.4117
H -3.9846 -4.2712 17.7474
O -3.0783 -9.5002 25.2062
H -5.5503 -8.7805 22.8516
C -11.3910 -8.8752 23.3496
C -6.8012 -4.9946 23.6643
O -9.8690 -7.4054 19.6215
H -8.8813 -8.8857 21.7497
C -7.2785 -3.3049 25.1696
H -3.6781 -7.3572 27.6648
H -2.9364 -2.2292 18.2090
O -1.9063 -11.3120 22.6274
H -2.8327 -4.4797 21.5692
H -9.6834 -9.4559 24.5557
*
```

Summary:
HOMO = -0.414 Eh
lowest unoccupied orbital energy = -0.175 Ha

Population analysis type Mulliken, resulting atomic charges in e: 0.285 0.464 0.340 0.238 0.311 0.273 0.287 0.257 0.208 -0.189 -0.189 -0.591 0.268 -0.426 -0.207 0.412 0.157 0.383 -0.509 -0.633 0.308 0.000 -0.298 -0.694 -0.697 0.346 -0.725 0.600 0.319 0.232 -0.337 -0.097 -0.077 0.285 -0.432 -1.012 0.296 0.281 -0.575 0.878 -0.894 -0.670 0.659 0.179 -0.472 0.377 0.288 -0.350 -0.555 0.493 -0.638 0.328 0.361 -0.494 0.366 -0.725 0.355 1.157 -0.369 0.139 -0.589 0.390 0.348 -0.348 0.356 0.311 -0.578 0.463 0.021 -0.563 0.597 0.448 0.259 -0.417 0.845 0.038 0.292 0.324 -0.325 0.089 -0.471 0.800 0.344 0.242 -0.330 -0.036 -0.412 0.499 -0.399 -0.512 -0.639 0.378 0.366 -0.566 0.118 0.386